(1)
Entry from OMol25: the ion CH3O2 with charge +1 in a non-equilibrium geometry (ωB97M-V with the def2-TZVPD basis set).

```
6
Properties=species:S:1:pos:R:3:nbo_charge:R:1
C -0.9733 0.1009 0.0845 0.422
O 1.3149 -0.3944 -0.0087 -0.319
O 0.4523 0.6413 0.0183 -0.066
H -1.8766 0.5817 0.3695 0.247
H -1.0513 -0.8996 -0.1367 0.200
H 2.1340 -0.0300 -0.3269 0.515
```

The electronic energy comes out at -189.85944 a.u. For the gap between HOMO and LUMO (spin up / spin down), the calculation gives 9.078 / 9.084 eV. As for the total charge: +1. The calculation puts the relative energy (zero: lowest compared OMol25 entry of this formula, charge and spin) at 5.285 eV. For the HOMO energy (spin up / spin down), the calculation gives -17.9 / -17.9 eV.

(2)
Entry from OMol25: a structure of composition CH3O2S in a non-equilibrium geometry (ωB97M-V with the def2-TZVPD basis set).

```
7
Properties=species:S:1:pos:R:3:nbo_charge:R:1
C 0.9680 -1.0050 -0.7390 -0.755
O 0.3208 1.1377 1.7276 -0.997
O -0.1819 1.6643 -0.6052 -1.024
S -0.1421 0.6541 0.4111 1.710
H 0.1723 -0.9998 -1.4592 0.100
H 0.4881 -1.5847 0.1761 0.099
H -1.6252 0.1335 0.4884 -0.134
```

The electronic energy comes out at -588.45235 a.u. For the gap between HOMO and LUMO, the calculation gives 7.880 eV. As for the total charge: -1. The calculation puts the relative energy (zero: lowest compared OMol25 entry of this formula, charge and spin) at 5.176 eV. For the HOMO energy, the calculation gives -3.8 eV.

(3)
Entry from OMol25: a cluster of 2 separate species, CH3O2S in total in a non-equilibrium geometry (ωB97M-V with the def2-TZVPD basis set).

```
7
Properties=species:S:1:pos:R:3:nbo_charge:R:1
C 0.8700 0.0470 -0.8386 -0.903
O 0.1813 1.4598 1.2621 -0.961
O -2.4429 -0.5253 0.6539 -0.904
S -0.1715 0.2035 0.5269 1.354
H 0.6328 -0.9704 -1.2680 0.186
H 0.7457 0.8515 -1.6147 0.197
H 0.1845 -1.0661 1.2784 0.031
```

The electronic energy comes out at -588.36616 a.u. For the gap between HOMO and LUMO (spin up / spin down), the calculation gives 7.242 / 7.367 eV. As for the total charge: -1. The calculation puts the relative energy (zero: lowest compared OMol25 entry of this formula, charge and spin) at 7.522 eV. For the HOMO energy (spin up / spin down), the calculation gives -3.9 / -3.2 eV.